{
  "formula": "C46H35CuFN6O4P",
  "method": "wB97M-V/def2-TZVPD",
  "symbols": ["Cu", "C", "C", "C", "C", "C", "C", "C", "F", "C", "C", "C", "O", "C", "C", "N", "C", "C", "O", "O", "H", "H", "H", "H", "H", "H", "H", "H", "H", "H", "H", "C", "C", "C", "C", "C", "C", "N", "N", "C", "C", "C", "C", "C", "C", "H", "H", "H", "H", "H", "H", "H", "H", "H", "O", "P", "C", "C", "C", "C", "C", "C", "C", "C", "C", "C", "C", "C", "C", "C", "C", "C", "C", "C", "H", "H", "H", "H", "H", "H", "H", "H", "H", "H", "H", "H", "H", "H", "H", "N", "C", "N", "C", "N"],
  "xyz": [[-0.2682, -0.6307, 0.0873], [0.0277, -5.2840, -6.1171], [1.1985, -4.4524, -5.5963], [2.5222, -5.2072, -5.5931], [2.4413, -6.4124, -4.6636], [1.8957, -6.0140, -3.3131], [2.1195, -6.8023, -2.2042], [1.6413, -6.4115, -0.9604], [1.8958, -7.2155, 0.0983], [0.9548, -5.2465, -0.7806], [0.7133, -4.4324, -1.8896], [0.0121, -3.1434, -1.6804], [-0.4485, -2.8748, -0.5720], [-0.0520, -2.2850, -2.8395], [0.3543, -2.7711, -4.0368], [0.9256, -3.9815, -4.2360], [1.1714, -4.8164, -3.1527], [-0.4475, -0.8160, -2.8417], [-0.8305, -0.3397, -3.9056], [-0.2207, -0.1374, -1.7753], [0.2586, -5.7020, -7.0998], [-0.8629, -4.6600, -6.2044], [-0.2045, -6.1021, -5.4330], [1.2971, -3.5615, -6.2163], [3.3006, -4.5273, -5.2378], [2.7767, -5.5111, -6.6093], [3.4299, -6.8571, -4.5383], [1.8064, -7.1854, -5.1068], [2.6888, -7.7211, -2.2898], [0.6037, -4.9216, 0.1908], [0.2451, -2.1424, -4.9119], [4.2386, -2.5761, -2.5316], [3.4783, -1.4414, -2.7837], [2.6234, -0.9250, -1.8192], [2.4997, -1.5471, -0.5746], [3.2937, -2.6757, -0.3130], [4.1447, -3.1810, -1.2816], [1.5922, -1.0684, 0.3848], [1.9698, -1.2970, 1.6421], [0.9777, -0.9496, 2.4935], [1.1869, -0.8977, 3.8819], [0.1616, -0.5059, 4.7214], [-1.0880, -0.1664, 4.2036], [-1.3141, -0.2165, 2.8278], [-0.2965, -0.6035, 1.9865], [4.9001, -2.9783, -3.2907], [3.5451, -0.9423, -3.7443], [2.0389, -0.0386, -2.0265], [3.2021, -3.1490, 0.6548], [4.7366, -4.0627, -1.0623], [2.1653, -1.1599, 4.2672], [0.3326, -0.4567, 5.7906], [-1.8903, 0.1408, 4.8638], [-2.2816, 0.0430, 2.4233], [-0.5269, 2.1699, 0.6756], [0.3583, 3.3499, 0.8686], [1.8989, 2.9515, 1.7245], [2.6549, 1.9093, 1.1824], [3.7955, 1.4631, 1.8299], [4.1877, 2.0585, 3.0219], [3.4375, 3.0902, 3.5699], [2.2886, 3.5338, 2.9276], [0.8449, 4.1378, -0.6822], [2.1435, 4.5495, -0.9741], [2.4330, 5.0929, -2.2198], [1.4308, 5.2204, -3.1712], [0.1340, 4.8136, -2.8827], [-0.1600, 4.2720, -1.6416], [-0.4569, 4.6266, 1.8554], [-0.0035, 5.9422, 1.9151], [-0.6719, 6.8706, 2.6996], [-1.7969, 6.4864, 3.4199], [-2.2561, 5.1780, 3.3554], [-1.5878, 4.2454, 2.5721], [2.3227, 1.4277, 0.2685], [4.3584, 0.6347, 1.4181], [5.0714, 1.7024, 3.5379], [3.7382, 3.5412, 4.5078], [1.6919, 4.3240, 3.3660], [2.9257, 4.4441, -0.2326], [3.4447, 5.4034, -2.4510], [1.6639, 5.6322, -4.1464], [-0.6506, 4.9014, -3.6232], [-1.1665, 3.9357, -1.4245], [0.8662, 6.2393, 1.3380], [-0.3234, 7.8953, 2.7427], [-2.3236, 7.2159, 4.0239], [-3.1401, 4.8858, 3.9083], [-1.9310, 3.2203, 2.4930], [-4.0530, 3.6207, -1.0570], [-3.8510, 2.4857, -0.9101], [-3.7266, 1.1921, -0.7977], [-2.8260, 0.4420, -0.3285], [-2.1145, -0.3687, 0.1363]],
  "charge": -1,
  "relative_energy_kj_mol": 111.2,
  "e_tot_ev": -122049.303,
  "fmax_ev_per_a": 0.6,
  "multiplicity": 2,
  "lumo_ha": [0.0759, 0.0784],
  "homo_lumo_gap_ev": [5.77, 7.55]
}


{
  "formula": "C7H9N5O2S",
  "method": "wB97M-V/def2-TZVPD",
  "symbols": ["C", "N", "C", "C", "N", "O", "C", "C", "N", "C", "O", "N", "N", "C", "S", "H", "H", "H", "H", "H", "H", "H", "H", "H"],
  "xyz": [[-1.0391, -1.9833, 0.3283], [-1.4480, -0.6063, 0.3375], [-0.6604, 0.4575, 0.6036], [0.8979, 0.4827, 0.6163], [1.4358, 1.7796, 0.7446], [1.2136, -0.1825, 1.8052], [1.5799, -0.2090, -0.5208], [2.1710, -1.4217, -0.2779], [2.6914, -2.4134, -0.0832], [1.6579, 0.3838, -1.7539], [0.9723, 1.5380, -2.0402], [-1.3700, 1.5460, 0.6012], [-2.6163, 1.1710, 0.3971], [-2.7539, -0.1954, 0.2687], [-4.0272, -1.2007, 0.0447], [-1.3666, -2.3587, -0.6852], [0.1297, -2.0856, 0.4650], [-1.7321, -2.5911, 1.0233], [1.4252, 2.1886, -0.2432], [0.7252, 2.3565, 1.3032], [2.1509, -0.1721, 1.8018], [2.1270, -0.0488, -2.5559], [1.2944, 1.8258, -2.9468], [-3.4587, 1.7391, 0.7665]],
  "relative_energy_kj_mol": 11.5,
  "e_tot_ev": -29783.614,
  "smiles": "Cn1c([C@@](N)(O)/C(C#N)=C\\O)n[nH]c1=S",
  "fmax_ev_per_a": 4.3,
  "multiplicity": 1,
  "lumo_ha": -0.0060,
  "homo_lumo_gap_ev": 7.97
}


{
  "formula": "C5H12NS",
  "method": "wB97M-V/def2-TZVPD",
  "symbols": ["C", "C", "N", "C", "C", "C", "S", "H", "H", "H", "H", "H", "H", "H", "H", "H", "H", "H", "H"],
  "xyz": [[-2.2301, 1.2010, -1.2733], [-0.7301, 1.0509, -0.7790], [-0.6905, -0.3710, -0.3384], [0.8008, -0.7051, 0.0842], [1.1648, 0.4634, 1.1027], [1.0717, -2.0672, 0.6669], [2.8822, -2.4949, 0.5601], [-2.3626, 2.1994, -1.7452], [-2.5362, 0.3212, -1.8273], [-2.8856, 1.4203, -0.3626], [-0.3970, 1.7965, -0.1929], [0.0678, 1.0422, -1.6316], [-1.3081, -0.5394, 0.4085], [1.4121, -0.6211, -0.8427], [0.7974, 0.4557, 2.2625], [0.9626, 1.3605, 0.6841], [2.3433, 0.5094, 1.1658], [1.0087, -2.1151, 1.8194], [0.6288, -2.9067, 0.2387]],
  "charge": -1,
  "relative_energy_kj_mol": 215.3,
  "e_tot_ev": -17703.559,
  "smiles": "CCN[C@@H](C)C[S-]",
  "fmax_ev_per_a": 6.8,
  "multiplicity": 1,
  "lumo_ha": 0.1272,
  "homo_lumo_gap_ev": 5.68
}


{
  "formula": "C4H11NO",
  "method": "wB97M-V/def2-TZVPD",
  "symbols": ["C", "C", "C", "N", "C", "H", "H", "H", "H", "H", "H", "H", "H", "H", "O", "H", "H"],
  "xyz": [[0.6897, -2.1633, 0.6056], [0.8567, -0.6969, 0.2819], [-0.1959, 0.1214, 0.2662], [-0.2214, 1.4875, -0.0085], [0.9696, 2.2930, 0.1646], [1.3460, -2.7320, -0.0509], [0.9159, -2.4015, 1.6459], [-0.3526, -2.4589, 0.5052], [1.8894, -0.3597, 0.2252], [-1.1926, -0.2839, 0.2890], [-1.0617, 1.9417, 0.3022], [1.1150, 2.6346, 1.1998], [1.8295, 1.7310, -0.1612], [0.9187, 3.1856, -0.4443], [-2.8909, -0.8032, -1.6232], [-2.3885, 0.0034, -1.4738], [-2.2270, -1.4988, -1.7236]],
  "relative_energy_kj_mol": 137.4,
  "e_tot_ev": -7863.129,
  "smiles": "C/C=C/NC.O",
  "fmax_ev_per_a": 1.0,
  "multiplicity": 1,
  "lumo_ha": 0.0342,
  "homo_lumo_gap_ev": 8.89
}


{
  "formula": "C5H7FN2O",
  "method": "wB97M-V/def2-TZVPD",
  "symbols": ["C", "C", "C", "C", "C", "N", "N", "O", "F", "H", "H", "H", "H", "H", "H", "H"],
  "xyz": [[1.2167, 0.8476, -0.1020], [1.7086, -0.3157, 0.2178], [-1.1173, 0.1333, 0.4955], [3.0063, -1.0710, 0.3560], [-2.9616, 0.5975, -0.7446], [-0.6473, -0.9749, 0.5944], [-2.1903, 0.8377, 0.4339], [0.6334, -1.3650, 0.5341], [1.8474, 1.9569, -0.4208], [3.2791, -1.4933, 1.3849], [2.9376, -1.9290, -0.3341], [3.9085, -0.4351, 0.0220], [-3.3418, -0.4541, -0.6628], [-3.8436, 1.2000, -0.6687], [-2.3012, 0.6214, -1.7242], [-2.1344, 1.8436, 0.6187]],
  "relative_energy_kj_mol": 391.5,
  "e_tot_ev": -13036.702,
  "fmax_ev_per_a": 5.2,
  "multiplicity": 1,
  "lumo_ha": [0.0130, 0.0131],
  "homo_lumo_gap_ev": [8.52, 8.53]
}


{
  "formula": "C2H12N2O3",
  "method": "wB97M-V/def2-TZVPD",
  "symbols": ["H", "N", "C", "N", "C", "H", "H", "H", "H", "H", "O", "H", "H", "O", "H", "H", "O", "H", "H"],
  "xyz": [[1.6974, 1.3553, 2.3702], [1.8485, 1.0555, 1.4193], [0.8853, 1.0365, 0.6065], [1.0649, 0.5805, -0.6815], [-0.0165, 0.7464, -1.6350], [-0.1764, 1.2546, 0.7524], [1.9988, 0.5956, -1.0649], [-0.2576, -0.1520, -2.2035], [-0.9231, 0.9194, -1.0739], [0.1598, 1.5488, -2.3574], [-2.4734, -1.1048, -1.3463], [-2.0603, -1.9078, -1.0118], [-2.8731, -1.3303, -2.1931], [-2.5108, 0.5356, 1.8693], [-2.5314, 0.2859, 0.9300], [-3.0809, -0.1637, 2.2185], [3.0104, -2.1150, 1.2003], [2.3664, -1.4488, 0.9400], [3.8721, -1.6917, 1.2610]],
  "relative_energy_kj_mol": 83.7,
  "e_tot_ev": -11390.881,
  "smiles": "[H]/N=C/NC.O.O.O",
  "fmax_ev_per_a": 1.0,
  "multiplicity": 1,
  "lumo_ha": 0.0111,
  "homo_lumo_gap_ev": 9.20
}


{
  "formula": "C10H15NS",
  "method": "wB97M-V/def2-TZVPD",
  "symbols": ["C", "C", "C", "C", "N", "S", "C", "C", "C", "C", "C", "C", "H", "H", "H", "H", "H", "H", "H", "H", "H", "H", "H", "H", "H", "H", "H"],
  "xyz": [[0.2833, 0.0757, 2.2336], [-0.4606, 1.0677, 1.3449], [0.4760, 2.2060, 0.9389], [-1.0370, 0.4437, 0.0768], [-2.1454, -0.6793, 0.3985], [-3.4363, -0.1390, 1.3670], [-0.0400, -0.2477, -0.8056], [0.4377, 0.3849, -1.9472], [1.3439, -0.2498, -2.7786], [1.7745, -1.5320, -2.4861], [1.2994, -2.1733, -1.3547], [0.3987, -1.5368, -0.5211], [1.1852, -0.2741, 1.7381], [0.5698, 0.5606, 3.1645], [-0.3455, -0.7783, 2.4666], [-1.3000, 1.4886, 1.9105], [1.3102, 1.8162, 0.3574], [0.8739, 2.6983, 1.8228], [-0.0420, 2.9519, 0.3371], [-1.5464, 1.2319, -0.4901], [-2.5065, -0.9828, -0.4983], [-3.0007, -0.7164, 2.4966], [0.0926, 1.3798, -2.1911], [1.7073, 0.2542, -3.6625], [2.4705, -2.0299, -3.1417], [1.6284, -3.1760, -1.1235], [0.0089, -2.0440, 0.3471]],
  "relative_energy_kj_mol": 0.0,
  "e_tot_ev": -22938.365,
  "smiles": "CC(C)[C@H](NS)c1ccccc1",
  "fmax_ev_per_a": 2.5,
  "multiplicity": 1,
  "lumo_ha": 0.0317,
  "homo_lumo_gap_ev": 9.67
}